Entry from the Open Molecules 2025 dataset: a cluster of 2 separate species, C29H54F4N4O4PS3 in total (the ωB97M-V functional and the def2-TZVPD basis).

**Lowest unoccupied orbital energy**: -2.86 eV
**Frontier orbital gap**: 7.8 eV
**Multiplicity**: 1
**M**: 725.9 g mol⁻¹
**Energy**: -3592.5097 Ha
**Charge**: +1

Positions of all 99 atoms, in Å:
C 1.6590 -3.1523 5.1082
C 0.4116 -3.9485 4.6534
C 0.7941 -5.1552 3.7610
C 0.6524 -4.7229 2.2969
C 1.1683 -5.7976 1.3069
C 0.3010 -5.9195 0.0445
C 0.4622 -4.7324 -0.9303
C -0.4124 -3.5276 -0.5025
N -1.0657 -2.8753 -1.6503
C -1.6928 -1.5685 -1.3223
C -2.0371 -1.3369 0.1480
C -2.9402 -0.0885 0.2901
C -4.3595 -0.3465 -0.2173
C -5.3147 0.8129 0.1570
C -6.4465 0.9261 -0.8877
C -7.4874 -0.1964 -0.7535
C -7.2453 -1.3986 -1.6885
C -0.1204 -2.6181 -2.6675
S -0.3054 -3.0432 -4.2032
S 1.4043 -1.7508 -2.1618
C 1.4525 -0.3765 -3.3520
C 2.7279 0.4298 -3.1199
C 2.7171 1.2308 -1.7895
N 1.4180 1.9535 -1.6373
C 1.3859 3.3073 -1.6244
N 1.9154 4.1768 -2.4181
S 2.8788 3.7052 -3.7867
N 0.5814 3.7740 -0.5686
P -0.4329 5.2021 -0.9410
O -1.5881 4.7674 -2.0266
O -1.1155 5.6696 0.4603
C -0.3703 2.6168 -0.4639
C 0.6889 1.5305 -0.4031
C 1.5022 1.5749 0.8927
F 2.5671 2.3947 0.8184
F 1.9819 0.3351 1.1384
C 0.7144 1.9635 2.1612
F -0.2737 1.0964 2.3872
F 1.5809 1.8586 3.1796
H 2.4126 -3.2725 4.3321
H 2.0025 -3.5223 6.0700
H 1.4030 -2.0974 5.1863
H -0.2156 -4.2483 5.4902
H -0.1869 -3.2653 4.0458
H 1.8023 -5.4995 3.9786
H 0.0432 -5.9278 3.9245
H -0.4010 -4.5184 2.1153
H 1.2424 -3.8208 2.1140
H 1.1326 -6.7670 1.8073
H 2.1972 -5.5786 1.0232
H 0.5936 -6.8438 -0.4527
H -0.7599 -5.9986 0.2885
H 1.5074 -4.4288 -0.9792
H 0.1493 -5.1093 -1.9024
H -1.1485 -3.9237 0.1860
H 0.2458 -2.8554 0.0600
H -1.0899 -0.7121 -1.6540
H -2.6233 -1.5049 -1.8881
H -1.1262 -1.1261 0.7092
H -2.5912 -2.1707 0.5703
H -3.0003 0.1164 1.3589
H -2.4684 0.7366 -0.2533
H -4.3771 -0.4364 -1.3015
H -4.7273 -1.2643 0.2391
H -5.7419 0.6180 1.1414
H -4.7663 1.7556 0.2407
H -6.9500 1.8780 -0.7029
H -5.9852 0.9578 -1.8755
H -8.4595 0.2214 -1.0109
H -7.5544 -0.5566 0.2737
H -7.5990 -1.1514 -2.6875
H -7.7901 -2.2615 -1.3137
H -6.1933 -1.6666 -1.7476
H 0.5422 0.2148 -3.2593
H 1.4801 -0.7663 -4.3662
H 3.5670 -0.2648 -3.0491
H 2.9185 1.0509 -3.9904
H 3.5612 1.9177 -1.8002
H 2.8736 0.4902 -1.0130
H 1.7818 5.1744 -2.2811
H 3.1769 4.8998 -4.3439
H -2.4132 4.4931 -1.5814
H -1.9355 5.1752 0.6525
H -0.8963 2.3465 -1.3854
H -1.1309 2.6518 0.3130
H 0.3442 0.5149 -0.5881
H 0.3754 2.9998 2.1393
O 5.0938 3.2539 -1.4510
C 5.5014 3.9336 -0.5454
O 6.6690 4.5980 -0.5900
C 6.9253 5.2310 0.6816
C 5.5595 5.3660 1.3368
C 4.8304 4.1411 0.7945
H 7.6026 4.5953 1.2542
H 7.4045 6.1920 0.5140
H 5.6035 5.4121 2.4229
H 5.0675 6.2741 0.9832
H 4.9948 3.2587 1.4142
H 3.7688 4.3200 0.6648